{"formula": "C66H165N7O26", "method": "ωB97M-V/def2-TZVPD", "homo_ha": -0.2994, "total_energy_ha": -4952.3774, "total_charge": 0, "max_force_ha_per_bohr": 0.0591, "elements": ["C", "O", "C", "C", "O", "C", "H", "H", "H", "H", "H", "H", "H", "H", "H", "H", "C", "O", "C", "C", "O", "C", "H", "H", "H", "H", "H", "H", "H", "H", "H", "H", "C", "O", "C", "C", "O", "C", "H", "H", "H", "H", "H", "H", "H", "H", "H", "H", "C", "O", "C", "C", "O", "C", "H", "H", "H", "H", "H", "H", "H", "H", "H", "H", "C", "O", "C", "C", "O", "C", "H", "H", "H", "H", "H", "H", "H", "H", "H", "H", "C", "O", "C", "C", "O", "C", "H", "H", "H", "H", "H", "H", "H", "H", "H", "H", "C", "O", "C", "C", "N", "C", "C", "O", "C", "H", "H", "H", "H", "H", "H", "H", "H", "H", "H", "H", "H", "H", "H", "H", "C", "O", "C", "C", "N", "C", "C", "O", "C", "H", "H", "H", "H", "H", "H", "H", "H", "H", "H", "H", "H", "H", "H", "H", "C", "O", "C", "C", "N", "C", "C", "O", "C", "H", "H", "H", "H", "H", "H", "H", "H", "H", "H", "H", "H", "H", "H", "H", "C", "O", "C", "C", "N", "C", "C", "O", "C", "H", "H", "H", "H", "H", "H", "H", "H", "H", "H", "H", "H", "H", "H", "H", "C", "O", "C", "C", "N", "C", "C", "O", "C", "H", "H", "H", "H", "H", "H", "H", "H", "H", "H", "H", "H", "H", "H", "H", "C", "O", "C", "C", "N", "C", "C", "O", "C", "H", "H", "H", "H", "H", "H", "H", "H", "H", "H", "H", "H", "H", "H", "H", "C", "O", "C", "C", "N", "C", "C", "O", "C", "H", "H", "H", "H", "H", "H", "H", "H", "H", "H", "H", "H", "H", "H", "H"], "xyz": [[7.06438, -2.77973, 30.39840], [6.90846, -3.30480, 31.72722], [6.42619, -2.35273, 32.63646], [6.26816, -3.01206, 34.04659], [5.35531, -4.08899, 33.93121], [4.98499, -4.74384, 35.16040], [6.98744, -3.68815, 29.80094], [7.95837, -2.16442, 30.29700], [6.15020, -2.22534, 30.18617], [5.46766, -1.95649, 32.30132], [7.11699, -1.50976, 32.65382], [5.97259, -2.23811, 34.75492], [7.24568, -3.32777, 34.41112], [5.81842, -5.23677, 35.66094], [4.22666, -5.46048, 34.84507], [4.43627, -4.09892, 35.84675], [5.44602, -3.16429, 39.45128], [6.14728, -1.93004, 39.21974], [5.64888, -1.27645, 38.05315], [6.78761, -0.57696, 37.25736], [7.65505, -1.54677, 36.62518], [8.62865, -1.01995, 35.71831], [4.35679, -3.12906, 39.47216], [5.94833, -3.62568, 40.30152], [5.67484, -3.86434, 38.64774], [4.89642, -0.51948, 38.27426], [5.28279, -2.02321, 37.34857], [7.45479, -0.00665, 37.90367], [6.41354, 0.14057, 36.52706], [9.40375, -1.68261, 35.33330], [9.07403, -0.20084, 36.28292], [8.14789, -0.47963, 34.90282], [9.16903, 4.06565, 22.91206], [10.47662, 3.40506, 23.13318], [10.37708, 1.95811, 23.30092], [11.62994, 1.32970, 23.88823], [11.76623, 1.64744, 25.31495], [12.99512, 1.23747, 25.79703], [8.63980, 3.59141, 22.08556], [9.27840, 5.03645, 22.42866], [8.44962, 4.13820, 23.72771], [10.10687, 1.43548, 22.38333], [9.58776, 1.69725, 24.00592], [12.42799, 1.70315, 23.24653], [11.70795, 0.26838, 23.65242], [12.98685, 1.27107, 26.88648], [13.83771, 1.84535, 25.46748], [13.18762, 0.20741, 25.49698], [10.01462, -0.89172, 32.67801], [11.26270, -1.15989, 33.26932], [12.29977, -0.23940, 32.91732], [13.14504, -0.52580, 31.67687], [12.38724, -0.53418, 30.48131], [13.20823, -0.66357, 29.36396], [9.27870, -1.59585, 33.06624], [9.93658, -1.13385, 31.61811], [9.63068, 0.11667, 32.83243], [12.96834, -0.25941, 33.77796], [11.84164, 0.74905, 32.88293], [13.69092, -1.45986, 31.80970], [13.89639, 0.26378, 31.68889], [13.87172, -1.51675, 29.50526], [13.82574, 0.23304, 29.31049], [12.70085, -0.91121, 28.43157], [10.17416, 2.14507, 35.36667], [8.95709, 2.51816, 35.96301], [9.13020, 3.08550, 37.27800], [7.70141, 3.52377, 37.70629], [7.61631, 3.70041, 39.12691], [6.26673, 3.47418, 39.54018], [10.45404, 1.20460, 35.84129], [10.88117, 2.95708, 35.53661], [10.21621, 1.92165, 34.30064], [9.78225, 3.95801, 37.31881], [9.59626, 2.35613, 37.94049], [7.00139, 2.74609, 37.40087], [7.33718, 4.44696, 37.25556], [5.54181, 4.21154, 39.19540], [6.30056, 3.78200, 40.58526], [5.92563, 2.44354, 39.44253], [16.87950, -0.60972, 25.18236], [15.73012, -1.25113, 25.70780], [15.49845, -2.50150, 25.12582], [14.04817, -2.94423, 25.32829], [13.12134, -2.05773, 24.73461], [11.83197, -2.23079, 25.24229], [16.90963, 0.44475, 25.45671], [16.99052, -0.64817, 24.09870], [17.78032, -1.05418, 25.60553], [16.14116, -3.26344, 25.56682], [15.57173, -2.44597, 24.03970], [13.99809, -2.95870, 26.41704], [13.84326, -3.95295, 24.96970], [11.13712, -1.49676, 24.83425], [11.77095, -2.08653, 26.32097], [11.38175, -3.18186, 24.95790], [9.94850, -0.40767, 28.26070], [8.70538, -0.77961, 27.70937], [8.11879, 0.29970, 27.04340], [6.69911, -0.04997, 26.59329], [6.72472, -0.98443, 25.49860], [5.50416, -1.73646, 25.15027], [4.88967, -2.76407, 26.16631], [5.82611, -3.84147, 26.48220], [5.44616, -4.58283, 27.64495], [10.50015, -1.34727, 28.23056], [9.96768, 0.06596, 29.24223], [10.51800, 0.27384, 27.62879], [8.64284, 0.56840, 26.12619], [8.15729, 1.18460, 27.67869], [6.17207, 0.84349, 26.25853], [6.07798, -0.49612, 27.36997], [7.36877, -1.72445, 25.73875], [5.78023, -2.30749, 24.26380], [4.70300, -1.07053, 24.82970], [4.04875, -3.22746, 25.65035], [4.61354, -2.18566, 27.04795], [5.21896, -3.79930, 28.36784], [6.14949, -5.33706, 27.99786], [4.47705, -5.04106, 27.44758], [20.14675, -3.19306, 34.93445], [19.11707, -2.31403, 34.47529], [18.84173, -1.16367, 35.27635], [17.54108, -0.51086, 34.72690], [17.69771, -0.10230, 33.34071], [17.10756, -1.07269, 32.46196], [17.06097, -0.61142, 30.99238], [16.39451, -1.65576, 30.30253], [16.44634, -1.58037, 28.84136], [20.02086, -3.42957, 35.99102], [21.15555, -2.79597, 34.82156], [20.16758, -4.10940, 34.34454], [19.74220, -0.55983, 35.16389], [18.71050, -1.50272, 36.30392], [17.26627, 0.36450, 35.31541], [16.68662, -1.18368, 34.79995], [18.66367, -0.29827, 33.12020], [16.03552, -1.13527, 32.64880], [17.65734, -2.01317, 32.49875], [18.06128, -0.58736, 30.56006], [16.55389, 0.34435, 30.86008], [17.42985, -1.64098, 28.37540], [16.19927, -0.59150, 28.45511], [15.86687, -2.40638, 28.42903], [10.02233, 3.44965, 31.12312], [11.26376, 3.88150, 30.70910], [11.83563, 3.33636, 29.55561], [13.07411, 4.13921, 29.04919], [14.02897, 4.42949, 30.08981], [14.92786, 5.54079, 29.71252], [15.69127, 5.93140, 30.94624], [14.75198, 6.37641, 31.95803], [15.42069, 6.83065, 33.14494], [9.84060, 3.72346, 32.16239], [9.97794, 2.36615, 31.01292], [9.29146, 3.93083, 30.47319], [11.11671, 3.30925, 28.73675], [12.03541, 2.28964, 29.78491], [12.70595, 5.05644, 28.58959], [13.38268, 3.58081, 28.16540], [13.48789, 4.76223, 30.87506], [14.32806, 6.41721, 29.46715], [15.47179, 5.39223, 28.77970], [16.44954, 6.70382, 30.81777], [16.33227, 5.15067, 31.35573], [16.26603, 7.48588, 32.93481], [15.87827, 5.97305, 33.63816], [14.78013, 7.43138, 33.79062], [5.32018, 6.75014, 37.55446], [5.50741, 5.71759, 36.62015], [4.79246, 5.98003, 35.47150], [5.03230, 4.81580, 34.47029], [6.47137, 4.60637, 34.23776], [6.69167, 3.28676, 33.66477], [6.11301, 3.14450, 32.21602], [6.96433, 2.39844, 31.33066], [6.85414, 0.99663, 31.47489], [4.96216, 7.69775, 37.15206], [6.33057, 6.91231, 37.92984], [4.72744, 6.34246, 38.37334], [5.16647, 6.89334, 35.00883], [3.73897, 6.00762, 35.74989], [4.62239, 5.08898, 33.49795], [4.50679, 3.97609, 34.92508], [6.88283, 4.62062, 35.16004], [6.45724, 2.37518, 34.21446], [7.76499, 3.14524, 33.53795], [6.02969, 4.15418, 31.81390], [5.09829, 2.75036, 32.16042], [7.78559, 0.53515, 31.14694], [6.09423, 0.68710, 30.75738], [6.52356, 0.59353, 32.43213], [10.42682, -4.18079, 29.46942], [9.89490, -4.94987, 28.38185], [9.19373, -4.10309, 27.37803], [8.96542, -4.97023, 26.17289], [8.07984, -4.15324, 25.25384], [8.04863, -4.78472, 23.88779], [9.38631, -5.15902, 23.32672], [9.63478, -6.54795, 23.42847], [10.89802, -6.85716, 22.83546], [11.36383, -3.76810, 29.09551], [10.66088, -4.76795, 30.35744], [9.82117, -3.35989, 29.85334], [9.79623, -3.21716, 27.17750], [8.29646, -3.61460, 27.75797], [8.46526, -5.91567, 26.38288], [9.82413, -5.36013, 25.62638], [7.15788, -4.06721, 25.65720], [7.53277, -4.18109, 23.14105], [7.49063, -5.71964, 23.93932], [10.21837, -4.53201, 23.64708], [9.38503, -4.87660, 22.27394], [11.72047, -6.35478, 23.34467], [10.91906, -6.70409, 21.75647], [11.14708, -7.90745, 22.98693], [11.35321, 3.99191, 39.82419], [11.69777, 2.95792, 38.87056], [12.48930, 1.91135, 39.43281], [12.88285, 1.01997, 38.22925], [13.90046, 1.73358, 37.45009], [14.16049, 0.95579, 36.26270], [14.80222, 1.76548, 35.05080], [13.72959, 2.53181, 34.36991], [14.15140, 3.12195, 33.14990], [10.91588, 4.87200, 39.35272], [12.28909, 4.26711, 40.31047], [10.58905, 3.59407, 40.49193], [12.02834, 1.32430, 40.22716], [13.32658, 2.40583, 39.92532], [12.07226, 0.59359, 37.63829], [13.38511, 0.17185, 38.69458], [13.73893, 2.68245, 37.14408], [13.20013, 0.70271, 35.81354], [14.72194, 0.04676, 36.47841], [15.06539, 0.98148, 34.34076], [15.65863, 2.39383, 35.29542], [15.13484, 3.54866, 33.34702], [13.47580, 3.95278, 32.94644], [14.18766, 2.35047, 32.38074], [12.22558, -9.09436, 42.69503], [12.14504, -8.06594, 41.70961], [12.83483, -8.47502, 40.48681], [12.88970, -7.22755, 39.55915], [13.31186, -7.60718, 38.25546], [13.27203, -6.53980, 37.21207], [11.86466, -6.08501, 36.68448], [11.93186, -5.10728, 35.65782], [10.73752, -4.74260, 34.98541], [11.78928, -10.02373, 42.32895], [11.73650, -8.76383, 43.61137], [13.27080, -9.23250, 42.97164], [12.26127, -9.31407, 40.09296], [13.87923, -8.76780, 40.59455], [13.54772, -6.48301, 40.00723], [11.88319, -6.81014, 39.53070], [14.28119, -7.83066, 38.43028], [13.79578, -6.88356, 36.32009], [13.90705, -5.69580, 37.48134], [11.27640, -5.56891, 37.44323], [11.30252, -6.95033, 36.33331], [10.38972, -5.57399, 34.37229], [10.84813, -3.78451, 34.47752], [9.95640, -4.64986, 35.73996]], "atomic_forces_ev_per_a": [[-1.241, -1.012, 1.244], [0.333, 0.044, -0.245], [0.019, -0.773, 0.891], [0.265, 0.446, -1.195], [-0.024, 0.144, 0.849], [-0.450, 0.310, -1.169], [0.794, 0.350, -0.410], [0.024, -0.096, -0.255], [0.063, 0.535, -0.322], [-0.388, -0.022, -0.040], [0.168, 0.210, 0.465], [-0.491, 0.076, 0.125], [0.210, -0.380, -0.076], [0.113, 0.059, -0.042], [0.304, -0.342, 0.047], [0.339, 0.496, 0.166], [1.473, -0.229, -0.552], [-1.147, -0.075, -0.408], [1.790, 0.087, -0.960], [1.283, -0.603, 0.280], [-0.638, -1.106, -0.400], [-0.924, 1.873, 1.313], [-0.021, 0.517, 0.583], [-0.626, 0.256, 0.402], [0.069, -0.011, -0.469], [-0.219, -0.097, 0.192], [-0.481, -0.083, 0.029], [-0.181, 0.288, 0.492], [-0.429, -0.088, -0.262], [-0.483, -0.501, 0.485], [0.747, 0.037, -0.088], [-0.262, -0.263, -0.466], [0.774, -0.909, -1.350], [-1.541, -0.233, 0.151], [-0.609, 0.309, 1.056], [0.212, 1.362, -0.037], [-1.049, 0.017, -2.345], [0.810, -0.789, 0.511], [-0.100, -0.835, 0.062], [0.848, 0.296, 0.744], [0.601, -0.219, 0.544], [0.189, 0.251, -0.418], [-0.424, 0.335, 0.131], [0.754, 0.614, 0.566], [-0.572, -0.364, 0.601], [-0.172, 0.074, 0.082], [0.048, 0.283, -0.274], [0.260, -0.167, 0.055], [-0.677, -0.875, -0.458], [0.097, -0.006, -0.435], [-0.513, -0.234, 0.143], [-0.693, -0.101, 0.569], [-0.937, 0.026, 0.639], [1.104, -0.577, 0.090], [0.157, 0.042, 0.593], [0.677, 0.336, -0.454], [0.244, 0.289, 0.173], [0.187, 0.104, -0.076], [0.169, 0.309, -0.228], [-0.041, -0.336, -0.143], [0.248, 0.314, -0.338], [0.342, -0.063, 0.131], [0.177, 0.141, -0.591], [-0.552, 0.608, 0.204], [0.785, -0.067, 0.880], [-0.724, 0.823, -0.168], [-1.298, 0.091, -0.390], [0.595, -0.458, 0.421], [-0.751, -0.595, -0.811], [0.836, 1.227, 1.631], [0.816, 0.054, 0.153], [0.522, -0.288, 0.047], [-1.069, 0.352, -0.176], [0.268, 0.070, -0.555], [-0.355, -0.139, 0.196], [-0.015, -0.283, -0.092], [0.424, 0.035, -0.362], [0.001, -0.172, -1.073], [-0.067, -0.674, 0.401], [0.079, 0.004, -0.228], [0.495, 0.040, 0.400], [-0.036, 0.665, -0.257], [-1.306, -0.329, -1.140], [0.460, 0.464, 0.926], [0.624, 0.192, 0.071], [-1.015, 0.161, -0.040], [-0.445, -0.062, 0.207], [-0.435, -0.243, -0.182], [0.221, -0.196, 0.048], [0.241, -0.195, -0.214], [0.815, 0.041, -0.236], [-0.900, 0.023, 0.387], [0.389, -0.235, -0.087], [0.339, 0.283, -0.265], [0.247, -0.242, 0.262], [0.203, -0.417, 0.216], [0.932, -0.810, -0.673], [-0.056, 0.294, 0.221], [-1.237, 0.367, -0.412], [-0.651, -0.100, 0.283], [-0.081, -1.236, -0.676], [0.438, -0.520, 0.169], [1.335, 0.188, -0.701], [-0.887, 0.812, 0.300], [-1.459, 1.274, -0.340], [0.298, 0.107, 0.696], [-0.588, -0.280, 0.327], [-0.152, 0.179, -0.488], [0.498, -0.129, -0.159], [-0.362, 0.179, 0.189], [0.123, 0.295, 0.056], [0.187, 0.319, 0.884], [0.683, -0.088, -0.113], [-0.023, -0.049, -0.126], [-0.103, 0.151, 0.190], [-0.399, 0.158, 0.323], [-0.243, -0.475, 0.385], [0.302, -0.426, 0.768], [0.328, 0.406, -0.410], [-0.047, -0.473, -0.031], [-0.102, 0.523, 0.060], [0.030, -0.916, -0.386], [-0.415, -0.922, -0.512], [0.832, 0.080, 0.580], [0.627, -0.123, -0.386], [-1.261, 0.446, -1.817], [0.728, -0.933, -0.196], [-0.310, -0.261, -1.758], [0.487, 0.454, 0.960], [-0.171, -0.143, 0.113], [0.089, 0.568, -0.025], [-0.568, 0.087, -0.021], [-0.211, 0.777, 0.396], [0.011, 0.300, 0.302], [0.276, 0.045, 0.316], [0.167, -0.333, 0.182], [0.618, 0.862, 0.205], [-0.010, -0.686, 0.628], [-0.565, -0.361, 0.073], [0.385, 0.571, 0.086], [-0.026, 0.195, 0.086], [0.764, -0.641, 0.691], [-1.102, 0.046, 0.229], [-0.281, 0.384, 0.192], [-0.465, -0.384, -0.760], [1.998, 1.764, 0.680], [0.031, -0.146, -0.195], [-1.919, -0.438, 0.187], [0.798, -0.228, -0.919], [-1.211, 0.223, 0.693], [0.851, 0.424, 1.095], [0.597, 0.363, -0.056], [0.421, -0.329, -0.754], [0.156, 0.085, -0.067], [-0.406, -0.325, 0.107], [-0.597, -0.261, 0.144], [-0.258, 0.171, -0.291], [0.607, -0.338, -0.128], [-0.367, 0.489, 0.089], [0.918, -0.334, 0.258], [-0.051, -0.010, 0.245], [-0.370, 0.385, -0.073], [0.534, -0.637, 0.430], [-0.269, 0.628, -0.601], [-0.401, -0.793, 0.074], [0.120, 0.217, -0.526], [-0.291, -0.117, 0.473], [-0.425, -0.560, -0.143], [1.371, -0.539, 0.977], [0.309, -0.058, 0.156], [0.066, -1.099, -1.843], [0.170, 1.268, 0.539], [-1.176, -0.748, 0.593], [0.972, -0.713, -1.834], [0.439, 0.465, 0.165], [-0.024, 0.471, 1.188], [-0.546, -0.041, -1.104], [-0.296, -0.216, -0.129], [-0.056, 0.410, 0.443], [-0.389, 0.495, 0.070], [-0.313, 0.398, -0.014], [-0.343, 0.382, -0.483], [-0.542, -0.144, 0.141], [0.053, -0.586, -0.295], [0.459, -0.027, 0.088], [-0.769, 0.218, 0.827], [0.214, 0.331, -0.124], [0.310, 0.044, -0.221], [-0.141, -0.339, 0.287], [0.135, 0.042, 0.245], [-0.215, -0.422, -0.137], [0.319, 0.463, 0.387], [0.564, 0.016, -0.638], [-1.369, 1.237, 0.128], [1.748, -0.953, 1.308], [-1.906, 0.660, -1.281], [2.505, -0.828, -1.512], [-0.565, 0.039, 1.581], [0.276, 0.479, -1.333], [1.007, -0.010, -0.098], [-0.123, -0.716, 0.574], [0.258, 0.370, 0.242], [-0.133, -0.585, -0.358], [-0.459, 0.045, -0.443], [0.515, -0.146, -0.461], [-0.474, -0.637, 0.280], [-0.330, -0.127, 0.748], [0.491, 0.796, 0.309], [0.189, -0.301, -0.244], [-0.078, 0.437, 0.386], [-0.215, -0.331, -0.096], [0.157, -0.137, 0.906], [-0.231, -0.291, -0.571], [0.001, 0.599, -0.143], [-0.090, 0.444, -0.064], [-0.555, -0.179, 0.104], [0.326, -1.136, -0.539], [-0.612, 0.611, 0.526], [-0.466, 0.310, -1.225], [1.412, 1.476, 1.793], [0.567, -0.894, -0.355], [0.280, 1.659, -1.865], [-2.049, -0.837, -0.076], [0.673, -0.636, 1.699], [0.292, -0.072, 1.158], [0.189, -0.229, -0.456], [-0.190, 0.232, 0.488], [0.190, 0.075, 0.435], [-0.767, -0.011, -0.066], [0.662, -0.331, -0.265], [-0.495, 0.444, 0.018], [0.182, -0.314, -0.168], [-0.914, 0.055, 0.499], [-0.242, -0.666, -0.139], [0.146, 0.017, -0.025], [0.621, 0.030, -0.155], [-0.020, 0.119, 0.048], [0.313, 0.092, -0.565], [-0.103, -0.323, -0.304], [0.048, 0.332, -0.372], [0.372, 0.726, -0.137], [1.064, -0.629, -0.535], [-0.903, 1.491, 0.292], [-1.657, -0.343, 1.175], [0.050, 0.223, -1.395], [0.042, 0.188, -0.729], [-0.450, 0.422, 0.548], [1.835, 0.253, -0.693], [-0.300, -1.031, 1.479], [-0.031, -0.141, 0.056], [-0.328, 0.075, -0.261], [0.189, -0.371, -0.066], [0.114, 0.069, -0.515], [0.110, -0.369, 0.788], [0.060, 0.224, 0.310], [-0.040, 0.104, -0.019], [0.342, -0.302, -0.894], [-0.067, -0.568, -0.009], [-0.399, 0.600, 0.430], [-0.111, -0.480, 0.699], [0.014, -0.313, 0.049], [0.131, 0.161, -0.633], [0.314, -0.313, -0.158], [-0.359, 0.397, 0.182]]}